# 1
Formula: C29H50Cl20F4N2
Source: the OMol25 dataset
Level of theory: ωB97M-V/def2-TZVPD

Max |F|   6.2 eV/Å
Highest occupied orbital energy   -10.24 eV
HOMO-LUMO gap   10.4 eV
SMILES   CCC[C@H](C#N)[C@@H](C#N)C(F)(F)C(F)F.ClCCCl.ClCCCl.ClCCCl.ClCCCl.ClCCCl.ClCCCl.ClCCCl.ClCCCl.ClCCCl.ClCCCl

Element x y z (Å)
C  3.140  -2.507  3.502
C  2.160  -1.827  4.629
C  1.378  -0.537  3.998
C  0.327  -0.954  2.840
C  0.280  0.129  1.644
N  0.286  0.722  0.592
C  -1.175  -1.141  3.479
C  -2.164  0.057  3.081
N  -2.749  1.068  2.799
C  -1.693  -2.571  2.965
F  -1.552  -2.725  1.530
F  -0.895  -3.555  3.669
C  -3.225  -2.902  3.312
F  -3.354  -4.347  3.332
F  -3.670  -2.404  4.570
H  2.681  -3.521  3.228
H  4.200  -2.595  3.935
H  3.196  -1.798  2.599
H  2.897  -1.398  5.432
H  1.446  -2.591  5.099
H  0.842  0.076  4.812
H  2.219  0.117  3.541
H  0.680  -1.979  2.427
H  -1.009  -1.107  4.626
H  -3.865  -2.505  2.434
Cl  3.649  2.952  -1.948
C  1.917  2.745  -1.586
C  1.031  3.385  -2.636
Cl  1.134  5.164  -2.611
H  1.726  3.158  -0.594
H  1.729  1.670  -1.548
H  -0.013  3.126  -2.448
H  1.291  3.045  -3.641
Cl  5.701  0.099  1.543
C  6.358  1.668  1.013
C  6.869  1.624  -0.414
Cl  8.329  0.616  -0.577
H  7.145  1.960  1.712
H  5.546  2.394  1.092
H  7.142  2.630  -0.741
H  6.113  1.237  -1.099
Cl  3.917  3.547  -6.324
C  2.782  4.687  -7.088
C  1.529  4.890  -6.259
Cl  0.508  3.430  -6.215
H  2.546  4.314  -8.087
H  3.311  5.636  -7.196
H  0.921  5.687  -6.693
H  1.769  5.167  -5.230
Cl  -0.316  2.450  6.740
C  0.341  4.014  6.200
C  0.847  3.960  4.773
Cl  2.307  2.949  4.613
H  1.130  4.309  6.895
H  -0.471  4.741  6.279
H  1.120  4.963  4.438
H  0.088  3.569  4.092
Cl  9.253  -2.106  -3.778
C  8.403  -1.344  -5.145
C  7.939  0.062  -4.819
Cl  6.635  0.077  -3.606
H  7.566  -1.987  -5.426
H  9.106  -1.317  -5.980
H  7.540  0.539  -5.717
H  8.758  0.678  -4.442
Cl  0.943  -2.815  -2.358
C  -0.787  -3.025  -1.994
C  -1.675  -2.387  -3.044
Cl  -1.574  -0.608  -3.019
H  -0.977  -2.611  -1.001
H  -0.974  -4.100  -1.955
H  -2.719  -2.647  -2.854
H  -1.418  -2.726  -4.049
Cl  -1.897  -4.010  -6.081
C  -3.630  -4.190  -6.450
C  -4.229  -2.920  -7.020
Cl  -4.310  -1.614  -5.810
H  -4.141  -4.500  -5.536
H  -3.717  -5.000  -7.178
H  -5.253  -3.108  -7.350
H  -3.657  -2.554  -7.874
Cl  2.002  -0.923  7.477
C  1.545  -1.367  9.140
C  1.153  -0.159  9.969
Cl  2.542  0.903  10.310
H  2.381  -1.907  9.589
H  0.699  -2.053  9.064
H  0.759  -0.483  10.934
H  0.386  0.438  9.471
Cl  -6.990  0.474  -2.329
C  -5.256  0.880  -2.353
C  -4.807  1.559  -1.074
Cl  -5.497  3.193  -0.903
H  -5.066  1.505  -3.228
H  -4.713  -0.059  -2.483
H  -3.721  1.673  -1.076
H  -5.087  0.980  -0.192
Cl  -9.429  -3.667  -0.744
C  -9.788  -2.120  -1.551
C  -11.088  -1.509  -1.066
Cl  -12.509  -2.455  -1.579
H  -9.804  -2.296  -2.628
H  -8.957  -1.447  -1.328
H  -11.207  -0.509  -1.487
H  -11.112  -1.427  0.022

Atoms 1-6, force components in eV/Å:
C -0.87 0.51 0.62
C 1.07 0.96 -0.60
C 0.70 -0.22 -0.01
C 0.18 1.03 -0.29
C 0.33 0.18 -3.42
N -0.07 -2.75 5.57

# 2
Formula: C29H50GeIN3O3Si3Sn
Source: the OMol25 dataset
Level of theory: ωB97M-V/def2-TZVPD

Max |F|   2.0 eV/Å
Charge   +3
Highest occupied orbital energy (spin up / spin down)   -16.00 / -16.27 eV
2S+1   2
HOMO-LUMO gap (spin up / spin down)   7.2 / 6.0 eV
Expectation value of S²   0.75
Energy relative to the best compared isomer or geometry (same formula, charge and spin)   0.0 kcal per mole

Element x y z (Å)
Sn  0.547  1.673  -0.961
C  -2.861  -0.653  -2.364
C  -2.778  -0.145  -0.921
N  -3.867  0.323  -0.306
C  -3.756  0.792  0.927
C  -2.593  0.890  1.659
C  -2.481  1.684  2.911
O  -1.765  0.941  3.884
C  -1.404  0.443  1.036
C  -0.169  0.671  1.757
N  0.915  1.033  1.147
C  2.183  1.344  1.823
C  2.252  1.352  3.210
C  3.333  1.886  3.897
C  4.443  2.348  3.182
C  4.473  2.091  1.803
C  3.350  1.662  1.125
I  3.606  1.250  -0.904
C  -1.549  -0.224  -0.237
O  -0.485  -0.824  -0.858
H  -3.727  -0.206  -2.809
H  -3.029  -1.730  -2.378
H  -1.975  -0.393  -2.904
H  -4.708  1.095  1.331
H  -3.479  1.981  3.276
H  -1.952  2.625  2.684
H  -1.858  1.332  4.759
H  -0.220  0.579  2.829
H  1.386  1.044  3.807
H  3.315  1.975  4.972
H  5.289  2.808  3.718
H  5.419  2.189  1.287
O  -0.078  3.441  0.585
C  -0.287  4.491  -0.053
C  -1.142  5.592  0.427
C  -0.285  6.924  0.534
C  0.549  7.323  -0.699
C  1.842  6.472  -0.832
C  1.725  5.069  -1.339
N  0.275  4.596  -1.332
H  -1.627  5.290  1.370
H  -1.947  5.827  -0.286
H  0.317  6.879  1.439
H  -1.052  7.711  0.740
H  0.772  8.380  -0.562
H  -0.073  7.244  -1.635
H  2.348  6.497  0.153
H  2.535  6.980  -1.461
H  2.290  4.302  -0.781
H  2.029  4.987  -2.381
H  -0.298  5.217  -1.897
C  1.361  -2.239  1.974
Si  1.581  -3.282  0.406
C  3.181  -2.765  -0.447
C  1.262  -5.153  0.578
Ge  -0.610  -2.707  -0.986
Si  -2.623  -3.839  -0.021
C  -2.330  -3.376  1.737
C  -4.345  -3.276  -0.608
C  -2.246  -5.602  -0.438
Si  0.618  -3.292  -3.079
C  -0.714  -3.617  -4.356
C  1.572  -1.695  -3.417
C  1.519  -4.900  -2.802
H  1.733  -2.841  2.863
H  0.323  -1.996  2.187
H  1.920  -1.323  1.866
H  3.935  -2.718  0.286
H  3.194  -1.759  -0.865
H  3.440  -3.450  -1.267
H  1.883  -5.497  1.421
H  1.535  -5.694  -0.317
H  0.267  -5.433  0.888
H  -2.297  -2.304  1.854
H  -1.450  -3.838  2.165
H  -3.164  -3.737  2.365
H  -4.519  -3.176  -1.665
H  -4.650  -2.385  -0.078
H  -5.011  -4.075  -0.288
H  -1.232  -5.914  -0.298
H  -2.608  -5.879  -1.410
H  -2.849  -6.214  0.238
H  -1.383  -2.793  -4.495
H  -1.286  -4.542  -4.130
H  -0.154  -3.752  -5.283
H  0.886  -0.827  -3.582
H  2.042  -1.910  -4.373
H  2.346  -1.413  -2.652
H  0.871  -5.712  -2.468
H  2.350  -4.876  -2.086
H  1.907  -5.252  -3.788

Atoms 1-6, force components in eV/Å:
Sn -0.39 0.48 0.01
C -0.55 0.17 1.56
C 0.01 -0.49 -0.01
N 0.85 -0.26 -0.81
C -0.91 -0.13 0.22
C 1.10 0.20 -0.95

# 3
Formula: C29H50O
Source: the OMol25 dataset
Level of theory: ωB97M-V/def2-TZVPD

Max |F|   0.6 eV/Å
Highest occupied orbital energy   -8.88 eV
HOMO-LUMO gap   9.6 eV
SMILES   CC[C@H](CC[C@@H](C)[C@H]1CC[C@H]2[C@@H]3CC=C4C[C@@H](O)CC[C@]4(C)[C@H]3CC[C@]12C)C(C)C
Energy relative to the best compared isomer or geometry (same formula, charge and spin)   0.1 kcal per mole

Element x y z (Å)
C  -7.083  2.055  -0.098
C  -6.167  1.223  -0.988
C  -6.039  -0.242  -0.517
C  -4.596  -0.543  -0.086
C  -4.182  0.262  1.146
C  -2.773  -0.053  1.684
C  -2.703  -1.508  2.151
C  -1.686  0.287  0.653
C  -1.781  1.758  0.177
C  -0.350  2.224  -0.145
C  0.469  0.940  -0.064
C  1.983  1.068  0.058
C  2.541  1.831  -1.142
C  4.017  1.668  -1.275
C  4.741  0.744  -0.660
C  6.232  0.697  -0.857
C  6.700  -0.700  -1.278
O  8.094  -0.747  -1.487
C  6.233  -1.711  -0.233
C  4.714  -1.677  -0.109
C  4.144  -0.294  0.271
C  4.540  0.053  1.715
C  2.600  -0.339  0.097
C  1.913  -1.220  1.149
C  0.388  -1.262  1.012
C  -0.201  0.148  1.074
C  0.024  0.771  2.453
C  -6.542  -1.211  -1.610
C  -8.046  -1.031  -1.824
C  -6.281  -2.681  -1.276
H  -6.710  2.077  0.923
H  -7.142  3.079  -0.463
H  -8.089  1.640  -0.086
H  -6.545  1.255  -2.011
H  -5.181  1.688  -1.010
H  -6.680  -0.386  0.360
H  -3.929  -0.328  -0.922
H  -4.505  -1.598  0.159
H  -4.248  1.328  0.931
H  -4.898  0.052  1.946
H  -2.632  0.589  2.560
H  -2.573  -2.183  1.310
H  -3.620  -1.778  2.671
H  -1.878  -1.658  2.840
H  -1.832  -0.372  -0.209
H  -2.422  1.835  -0.701
H  -2.218  2.381  0.958
H  -0.289  2.688  -1.129
H  0.004  2.949  0.588
H  0.278  0.375  -0.986
H  2.244  1.617  0.966
H  2.299  2.894  -1.057
H  2.064  1.469  -2.061
H  4.503  2.372  -1.940
H  6.530  1.424  -1.615
H  6.744  0.965  0.074
H  6.266  -0.951  -2.252
H  8.535  -0.530  -0.657
H  6.701  -1.481  0.728
H  6.555  -2.712  -0.527
H  4.407  -2.413  0.636
H  4.288  -1.976  -1.070
H  4.323  -0.772  2.388
H  5.603  0.266  1.784
H  4.007  0.937  2.056
H  2.407  -0.786  -0.886
H  2.156  -0.863  2.148
H  2.288  -2.242  1.064
H  -0.007  -1.896  1.806
H  0.121  -1.722  0.057
H  -0.350  0.106  3.228
H  1.078  0.946  2.645
H  -0.494  1.721  2.540
H  -6.021  -0.975  -2.545
H  -8.390  -1.665  -2.639
H  -8.586  -1.311  -0.922
H  -8.300  -0.004  -2.069
H  -5.225  -2.930  -1.346
H  -6.816  -3.318  -1.978
H  -6.631  -2.913  -0.272

Atoms 1-6, force components in eV/Å:
C 0.15 0.04 -0.22
C -0.18 -0.04 0.23
C 0.34 -0.08 -0.44
C -0.29 0.14 0.31
C 0.21 -0.08 -0.10
C -0.08 -0.12 -0.17

# 4
Formula: C29H50P2Pd
Source: the OMol25 dataset
Level of theory: ωB97M-V/def2-TZVPD

Max |F|   2.1 eV/Å
Charge   +2
Highest occupied orbital energy (spin up / spin down)   -12.65 / -13.47 eV
2S+1   5
HOMO-LUMO gap (spin up / spin down)   8.1 / 4.0 eV
Expectation value of S²   6.01
Energy relative to the best compared isomer or geometry (same formula, charge and spin)   0.0 kcal per mole

Element x y z (Å)
Pd  -0.651  -0.423  1.471
C  -1.371  0.577  3.457
C  -2.500  -0.006  2.780
C  -1.089  -1.729  3.458
C  -0.500  -0.490  3.871
C  -2.324  -1.434  2.790
C  -1.113  2.032  3.663
H  -1.583  2.636  2.881
H  -0.037  2.242  3.657
H  -1.503  2.384  4.633
C  0.822  -0.347  4.541
H  1.124  0.700  4.612
H  1.592  -0.871  3.961
H  0.801  -0.767  5.559
C  -0.488  -3.080  3.635
H  -0.638  -3.453  4.661
H  0.586  -3.052  3.422
H  -0.937  -3.807  2.953
C  -3.234  -2.445  2.176
H  -3.955  -2.841  2.910
H  -2.667  -3.302  1.795
H  -3.808  -2.021  1.346
C  -3.647  0.728  2.169
H  -4.494  0.807  2.864
H  -4.012  0.213  1.277
H  -3.362  1.742  1.883
C  0.883  3.204  -4.201
C  -0.139  3.908  -3.703
C  -1.454  4.193  -4.363
C  -1.937  3.146  -5.402
C  -1.990  1.723  -4.915
C  -0.996  0.829  -4.912
C  0.389  1.006  -5.462
C  0.921  2.463  -5.509
H  -1.420  5.170  -4.881
H  -1.321  3.246  -6.304
H  -2.224  4.309  -3.583
H  0.385  3.001  -6.301
H  1.847  3.232  -3.668
H  0.025  4.472  -2.777
H  1.970  2.415  -5.851
H  1.085  0.384  -4.875
H  -1.224  -0.201  -4.613
H  0.445  0.610  -6.493
H  -2.954  3.444  -5.711
H  -2.995  1.383  -4.623
P  0.273  1.120  -0.026
C  1.905  1.771  0.297
C  -0.870  2.480  -0.364
P  -0.793  -1.142  -0.747
C  0.269  0.118  -1.572
C  -2.443  -0.839  -1.422
C  -0.267  -2.793  -1.185
H  2.527  0.975  0.719
H  1.821  2.580  1.035
H  2.354  2.158  -0.634
H  -0.680  2.925  -1.354
H  -0.725  3.239  0.416
H  -1.911  2.138  -0.307
H  -0.087  -2.856  -2.272
H  -1.053  -3.504  -0.896
H  0.646  -3.036  -0.632
H  1.267  -0.273  -1.819
H  -0.215  0.613  -2.428
H  -3.066  -1.712  -1.186
H  -2.388  -0.699  -2.511
H  -2.903  0.042  -0.960
C  3.318  -3.456  3.349
C  3.518  -2.503  2.171
C  4.565  -1.467  2.574
C  4.087  -3.322  1.017
C  2.240  -1.848  1.800
C  1.200  -1.291  1.472
H  4.295  -3.894  3.582
H  2.624  -4.265  3.108
H  2.948  -2.942  4.244
H  5.476  -2.006  2.855
H  4.803  -0.788  1.752
H  4.236  -0.867  3.428
H  3.407  -4.126  0.733
H  4.279  -2.699  0.142
H  5.032  -3.764  1.344

Atoms 1-6, force components in eV/Å:
Pd 0.95 0.25 -1.88
C -0.09 0.21 0.42
C -0.54 -0.06 0.93
C -0.20 -0.43 0.76
C -0.01 -0.04 0.87
C -0.35 -0.31 0.21